# 1
{
  "formula": "C5H3Cl2FN3O2",
  "method": "ωB97M-V/def2-TZVPD",
  "species": ["C", "C", "C", "C", "C", "N", "N", "N", "O", "O", "F", "Cl", "Cl", "H", "H", "H"],
  "positions_angstrom": [[-2.5603, 0.6845, 0.3599], [-0.0916, -0.0310, -0.1835], [3.9869, -1.4605, 0.1274], [-1.7076, 1.6388, -0.1136], [-1.9960, -0.9329, -1.1148], [-2.9483, -0.2879, -0.5650], [0.8746, 0.5134, 0.2485], [-0.7075, -0.9372, -0.8138], [5.1288, -1.3287, 0.1515], [2.9192, -1.8453, -0.0271], [-1.2107, 2.6809, 0.5572], [-2.6359, 0.3052, 2.0807], [3.3790, 0.5174, 1.7039], [-1.8406, 1.9195, -1.2119], [-2.4228, -1.8061, -1.8122], [1.8329, 0.3700, 0.6129]],
  "atomic_forces_ev_per_a": [[1.908, -0.157, -0.413], [3.621, 0.170, 0.679], [0.693, -0.289, 0.211], [-2.494, 1.446, -1.409], [-1.425, -3.478, -1.048], [-1.589, 1.557, 1.072], [-2.920, -0.230, -0.904], [-0.367, -0.542, -1.158], [1.722, 0.402, -0.077], [-2.210, -0.565, -0.432], [0.137, -0.379, 0.543], [-0.232, 0.256, -0.763], [0.160, 0.260, 0.278], [0.619, -0.795, 1.442], [1.511, 1.988, 1.206], [0.866, 0.357, 0.773]],
  "mulliken_charge": [0.459, 0.536, 0.715, -0.249, 0.150, -0.620, -0.146, -0.517, -0.408, -0.385, -0.264, -0.193, -0.794, 0.303, 0.281, 0.132],
  "homo_lumo_gap_ev": 8.42,
  "e_homo_ev": -5.39,
  "total_energy_ha": -1527.36882,
  "total_charge": -1,
  "multiplicity": 1,
  "de_lowest_kj_mol": 0.0
}

---

# 2
{
  "formula": "C6H24O6",
  "method": "ωB97M-V/def2-TZVPD",
  "species": ["C", "O", "H", "H", "H", "H", "C", "O", "H", "H", "H", "H", "C", "O", "H", "H", "H", "H", "C", "O", "H", "H", "H", "H", "C", "O", "H", "H", "H", "H", "C", "O", "H", "H", "H", "H"],
  "positions_angstrom": [[-1.6440, 0.0242, 1.9011], [-0.4589, -0.2785, 2.6777], [-1.3495, -0.0707, 0.8290], [-2.5540, -0.6150, 2.0882], [-1.8017, 1.0854, 2.1161], [-0.0020, -1.1056, 2.3311], [0.1517, -3.6547, 0.0387], [0.5622, -2.2954, 0.3079], [0.7980, -4.1521, -0.7254], [0.0575, -4.3052, 0.8947], [-0.7990, -3.6772, -0.4882], [0.1519, -1.7055, -0.3646], [-3.1150, 0.3575, -1.7596], [-2.0840, -0.6196, -1.8951], [-4.0980, -0.1673, -1.7077], [-2.9417, 0.8683, -0.8155], [-3.2481, 1.0309, -2.6323], [-1.2475, -0.2239, -1.6238], [3.6366, -0.8373, 1.9634], [3.1902, -1.9175, 1.1479], [3.1122, -0.7460, 2.9542], [4.6521, -1.0568, 2.2041], [3.4788, 0.0909, 1.4238], [2.2943, -1.7355, 0.8727], [1.9259, 0.4795, -1.3824], [0.5279, 0.6346, -1.2107], [2.5555, 1.3709, -0.9503], [2.2795, -0.4340, -0.8666], [2.1698, 0.4521, -2.4173], [0.3001, 1.5319, -1.4114], [-0.9988, 3.7820, -0.2700], [-0.7067, 3.1130, -1.5085], [-1.2824, 4.7809, -0.4801], [-1.8480, 3.3021, 0.3063], [-0.1030, 3.8076, 0.3586], [-1.5620, 2.8862, -1.9061]],
  "atomic_forces_ev_per_a": [[1.202, -0.429, -0.596], [0.027, -1.563, -0.500], [-0.561, 0.126, 0.537], [0.992, 0.610, 0.149], [-0.484, -0.274, -0.062], [-1.130, 1.496, 0.366], [0.130, -0.064, -2.042], [-0.729, -0.192, -0.327], [0.168, 0.451, 0.846], [0.315, 0.409, 0.592], [-0.450, 0.306, 0.292], [0.350, -0.641, 0.656], [-0.578, -0.881, -0.096], [-0.473, 0.105, -0.335], [0.777, 0.178, 0.191], [-0.336, 0.548, -0.027], [0.600, -0.082, 0.408], [0.201, 0.182, -0.152], [-1.250, -0.423, 0.502], [0.569, 0.153, 0.560], [0.097, -0.250, -0.840], [0.868, 0.262, -0.080], [0.439, 0.398, 0.068], [-0.615, -0.254, -0.125], [1.356, 1.213, 1.570], [0.388, -1.229, 0.520], [-1.326, -1.465, -0.502], [-0.317, 0.462, -0.399], [0.289, -0.305, -0.972], [-0.509, 1.172, -0.159], [-0.492, -1.087, 0.642], [-0.480, -0.160, 0.345], [-0.304, 1.127, -0.148], [1.018, 0.276, -0.635], [-0.155, -0.247, -0.247], [0.402, 0.071, -0.001]],
  "mulliken_charge": [-0.302, -0.556, 0.058, 0.265, 0.246, 0.324, -0.731, -0.375, 0.279, 0.295, 0.290, 0.195, -0.414, -0.466, 0.255, 0.112, 0.226, 0.320, -0.442, -0.474, 0.210, 0.271, 0.178, 0.335, -0.571, -0.458, 0.203, 0.165, 0.323, 0.350, -0.548, -0.595, 0.318, 0.195, 0.262, 0.258],
  "homo_lumo_gap_ev": 10.30,
  "e_homo_ev": -9.78,
  "total_energy_ha": -694.31794,
  "smiles": "CO.CO.CO.CO.CO.CO",
  "multiplicity": 1,
  "de_lowest_kj_mol": 353.1
}